The following is a DFT calculation (ωB97M-V with the def2-TZVPD basis set) of a cluster of 15 separate species, C42H111N5O10S10 in total at a distorted geometry.

Summary:
Multiplicity: 2
Expectation value of S²: 0.76
Frontier orbital gap (spin up / spin down) (eV): 7.453 / 2.501
Total charge: +1
LUMO (spin up / spin down) (eV): -2.601 / -7.553

Element x y z (Å)
H 4.852603 -1.740146 -0.148477
H 6.016979 2.050668 -0.295925
H 5.368041 -5.240931 -4.104305
H -0.416382 0.031640 4.094242
C 2.339510 -1.878201 6.904120
H -8.746000 1.245903 1.388572
C -2.372082 -3.582972 -4.664077
H 4.443227 -1.352460 4.971100
N 1.771416 -0.765133 6.141335
C -7.184880 1.944492 -0.011886
C -4.776851 1.143108 -1.876111
H 2.267227 -3.672841 -2.287832
H 5.027830 0.655603 -1.003239
C -3.716744 -2.602921 -0.412051
H -3.452005 6.632122 0.955818
H -9.260370 1.636844 -0.222455
H 0.549276 3.101634 3.281761
H -7.404196 -2.666101 -0.397115
C -0.654319 -6.169888 0.675834
H -4.004626 1.017918 0.112046
S 6.919351 -0.260848 0.062674
C -6.413281 -2.492608 -0.816753
H -1.739901 -4.466993 -4.747518
C 0.483753 -1.055854 -1.664560
H 3.425625 -1.890834 6.995119
H -0.859463 -2.896786 -1.810354
H -4.224209 6.509453 -0.584708
H 2.863020 3.973340 6.658379
H 2.430934 -4.400420 -3.846286
C -3.746533 5.912361 0.192085
H 2.191711 -2.825560 8.902781
H 0.101558 -6.569593 1.351850
H 0.002920 1.131246 5.428182
C -0.412472 0.155255 5.177207
C 3.369342 1.134410 -3.212389
O 3.167030 3.509827 -4.861557
N 5.848832 0.687264 -4.159627
H 3.828390 -3.863731 -0.026416
O 7.710731 0.016699 1.324951
C 3.802533 5.714983 1.210278
H -2.176563 6.597374 -2.166604
H -1.737250 2.225018 -1.504377
H 0.252095 5.344859 -3.900716
S 0.632602 3.782604 5.633195
C -1.542647 6.203040 -1.372403
H -1.245175 0.281342 0.085376
C 3.026272 -4.158057 0.650399
H 2.879248 -5.231040 0.527126
H -2.763431 -3.644299 -3.648609
C -8.445163 1.185012 0.342677
C 1.298567 3.551075 3.933440
H -1.762765 -2.700104 -4.857424
C 2.981058 -4.189771 -2.929170
S -5.304369 -3.273816 0.393023
H 1.876492 -1.143246 8.957059
H 5.313742 -1.306793 1.446982
H -1.305621 7.019364 -0.690112
H 1.159795 5.555973 -0.207745
S 3.233606 4.294384 0.093181
C 2.055298 4.662282 6.411313
H 4.312610 0.362782 5.470700
H -1.520626 -6.805240 0.491599
O -0.417453 4.849130 5.541487
H -1.359251 -0.855753 -7.619603
O 3.520438 4.641142 -1.348674
H 3.465244 1.817596 -2.368497
H 0.110452 -7.746994 -1.656700
S -2.434620 4.809624 -0.526218
H 1.521045 -7.463563 -0.579225
N 0.687178 -0.005988 -0.670891
C 1.379795 -0.493057 0.560004
H 0.497562 3.685296 -4.410895
S 4.322497 -3.067870 -3.478065
C 0.902593 4.478305 -3.782259
H 1.420536 4.563198 3.547669
C -0.961620 1.490192 -1.720121
H 6.043451 -3.885584 -5.074195
C -4.855146 0.110414 2.306289
H 2.311420 -0.962821 0.244567
H -6.173754 -1.444572 -0.996600
H 1.343905 -4.963760 2.496818
C 5.729976 -1.596449 0.482129
C 1.834840 -4.206981 3.108664
C -0.854676 -0.622097 -6.682100
C 5.644383 1.032126 -0.187030
H -3.741127 -2.589823 -1.501698
H 4.875876 5.584178 1.347885
H 0.691454 -2.273332 8.294050
H 2.425687 0.286961 2.316139
C 0.857900 -7.026069 -1.325506
H 2.264290 1.455333 0.952256
S 3.421109 -3.789967 2.406511
H -0.221946 2.191065 -2.107101
H 3.443036 6.545271 0.602415
H -6.354498 -3.152055 -1.682646
H 1.254838 -3.290522 3.217253
H -5.371370 1.786944 -2.524285
H -5.517602 2.146842 2.080798
H 2.191471 2.945248 3.779150
H -3.755337 1.179256 -2.254673
H -1.462862 0.006511 5.427520
H 4.288283 -0.181969 3.759566
C 2.254253 5.902840 -5.606851
H 1.571302 6.708121 -5.336310
O -3.302533 -3.212202 -7.234796
H -5.508635 -2.029539 -5.919405
H 0.053450 -1.888225 5.407792
S -3.791156 -3.737465 -5.887323
O -1.690244 4.411525 0.712399
H -4.059550 -1.456560 -5.037354
S 2.650804 4.770694 -4.199905
H 3.403581 -5.060939 -2.428538
H 0.000510 0.039787 -6.818727
H 1.447526 -6.843703 -2.223941
C -4.816945 1.536834 -0.396829
H -0.657727 5.786470 -1.853536
C 0.338358 -0.963159 5.908969
H -0.936680 -5.261877 1.208643
H -5.107925 0.104774 -1.894883
O 4.438632 -4.843319 2.893650
O -5.363614 -4.726999 0.012231
H -4.523563 5.389203 0.749433
H -6.859270 1.050958 2.340904
H 1.402029 -1.643028 -1.674858
H -0.079144 -0.957434 6.915825
C -1.754110 0.003142 -5.758926
H 6.089622 -2.625290 0.498063
H -5.177522 -0.215387 3.295245
H 2.001543 5.426811 -6.554276
H 1.939582 5.176356 7.365482
H 2.131098 -2.873951 6.512793
H 0.897935 1.039682 1.984552
H -3.566476 -1.571774 -0.092293
H -2.815160 -3.145406 -0.127520
H -1.294186 0.835817 -2.525913
H -7.106055 2.871441 0.556118
C 2.451442 -0.676121 4.828888
H 1.976788 -4.615267 4.109294
C 1.750783 -2.017771 8.318699
H 2.534966 5.389589 5.756298
C 1.379466 4.572567 0.207890
H 0.718090 -1.182817 1.083899
C 1.791869 0.642444 1.503729
O -0.962570 -5.321151 -1.946103
H 3.187241 6.422091 -5.826009
O 5.107309 -3.015077 -2.145433
H 1.928496 0.141230 4.332324
C -5.910557 1.165094 1.816489
H -1.575760 -1.384938 -1.241373
C 5.146476 -4.306517 -4.619938
H -3.838608 0.497064 2.233803
H -0.572972 -2.416920 -0.246823
H 4.507057 -4.519323 -5.476657
N -2.477999 0.549524 -5.050098
C 4.732401 0.909125 -3.778593
H -7.165732 2.184893 -1.074874
H 2.717896 1.539367 -3.986801
H 2.222982 -1.558400 4.230983
H -4.808935 2.619559 -0.271344
H -4.954093 -0.817278 1.742645
S 0.128481 -5.475805 -0.856543
H 2.238556 -3.511406 0.263798
N -6.048376 1.096568 0.342176
H 0.939860 4.053259 -2.779244
C -4.715850 -2.306475 -5.224484
C -0.454408 0.822820 -0.433847
H 0.745635 3.941655 -0.415255
H 3.252775 5.665611 2.150185
C 3.956298 -0.397138 4.775237
H 1.004717 4.622734 1.230207
H -0.122113 1.678321 0.154199
C -0.666411 -1.985935 -1.243635
H -8.482457 0.112773 0.150249
H 2.908456 0.255583 -2.761440
H 5.028857 1.138326 0.706241
H -5.118631 -2.602667 -4.255920
H 0.327799 -0.747901 -2.698454
H -0.602246 -1.567584 -6.202073

Forces on atoms 1 to 2 (eV/Å):
H 0.379 0.935 -0.962
H 0.534 -0.322 -0.737

The following is a DFT calculation (ωB97M-V with the def2-TZVPD basis set) of a cluster of 14 separate species, C42H112O42S14 in total at a distorted geometry.

Summary:
Multiplicity: 1
Frontier orbital gap (eV): 9.903
LUMO (eV): -0.236

Element x y z (Å)
H -9.735577 -2.873534 1.682637
H 0.083156 -2.813170 2.589098
O -4.087476 2.180310 3.279084
H 5.085540 -1.635187 2.092240
C -1.318539 5.015930 -1.554782
H 6.269989 -1.913914 0.128950
H 6.118029 -0.136124 -0.365052
H 4.560950 -0.001982 1.742348
H 3.861298 4.180029 1.524012
H 2.433051 1.589364 3.137260
C -1.618707 -1.938927 -0.342291
O -2.178400 0.875659 4.410403
H 2.189482 0.936801 6.490033
H 3.099860 -3.843429 0.679872
H 8.129690 4.065249 -1.248235
H -0.446818 -1.158245 -1.965095
C 7.023584 1.194868 -2.915836
O -3.331876 1.425491 -1.391259
O -4.868950 3.427126 -0.927991
C 1.749230 1.780395 7.021661
C -0.133348 6.082083 -8.403333
S 0.804767 4.302735 -4.937416
O -0.070968 -0.298085 -0.155399
H 0.102704 0.850519 -2.609541
H -1.206674 6.162686 -8.231352
H -5.708132 -1.614190 -1.747547
C -3.575285 -5.684843 -2.445885
C -3.390008 2.288980 -4.249007
H 8.898511 4.419258 0.288510
S 4.270797 3.669402 -0.901606
H 4.294559 -0.180774 -2.559617
H 3.450122 2.468032 0.979600
C -0.318560 -1.447192 -0.921948
S -2.433997 1.910913 3.435242
H -2.311714 -3.422997 5.541378
S -7.937634 -1.312062 1.217731
H -3.648747 -2.879400 6.728130
C 2.528833 3.937791 -5.370068
O 3.724441 2.620934 -1.830551
H 3.407502 -0.213758 -3.985378
H -6.616913 2.758208 4.302013
H -1.888995 -4.349888 3.399160
O 0.203001 5.929157 1.807293
H -10.288821 -1.453024 0.713712
H 0.471252 -2.189691 -0.807896
S -3.359737 -2.208227 -4.208675
O 5.795717 3.146043 -0.437771
C 1.665967 1.950596 3.822246
O -0.635487 3.747747 0.807609
H -0.169531 2.090480 -1.399819
O 5.462429 -0.457214 -4.351172
C 3.369776 3.538815 0.792332
H 0.225574 6.986701 -8.894179
S 1.938869 -2.387613 3.893947
O 2.386255 -1.251933 4.658812
O 1.508192 1.357705 0.743504
H -2.458071 1.770462 0.974735
H 3.022465 -5.535981 3.830672
H 1.446415 -7.596575 -3.605741
H -1.318493 6.616445 -2.940605
O 1.752537 -6.670068 1.192754
H -2.845768 -5.751218 3.218882
H 8.395280 2.799393 -0.081780
H 0.484592 6.738050 -6.475084
H -2.942198 5.212283 2.301024
H 2.457705 -5.718816 5.515325
H -3.056155 5.022389 0.565479
C -2.810807 -2.715153 -5.902561
O 0.778396 5.473426 -4.130879
O -3.969814 3.077716 -3.221341
O 7.036863 -1.574718 -2.714023
S -4.017877 -2.566558 4.252757
H -5.597797 0.419728 -2.797804
H -4.111053 1.564229 -4.627066
H 2.321540 3.837197 0.775911
O 7.936651 -0.526590 -4.846958
O 4.017025 2.442466 5.269004
C 0.603800 5.870415 -7.123990
H -3.431467 -3.476988 -6.374246
C 3.844505 -2.144970 -3.264086
H 1.665447 5.852314 -7.370346
O -1.704085 3.181823 3.380418
O 7.910268 1.877909 3.099263
H -0.014476 5.211834 -9.048807
C 0.426104 -1.847828 2.961382
C 0.868017 -4.801863 4.463816
O 0.217829 3.065297 -4.338916
H -1.046995 1.106916 1.644785
H -5.098203 0.305016 3.390046
O -7.240328 -1.691492 2.427719
C 6.197874 0.566097 4.872104
H -0.253498 -1.500979 3.739801
C 5.720438 -0.975678 0.205183
O -7.599216 -2.472492 0.042365
C -2.049872 5.984144 -2.437237
H 3.167759 -4.459473 -1.006650
S 1.565913 -5.567470 0.201743
H 4.338274 -2.674500 -2.449295
H -4.476824 -4.825441 -4.127222
H 3.685053 1.812503 7.887218
C 4.256765 -0.707552 -3.513122
S 1.292027 0.540585 -0.452055
H 6.851279 -0.262233 5.146014
H -2.679965 5.431411 -3.134072
H -6.514472 1.133611 -1.447087
H -2.619390 2.694253 -6.235330
H 1.431998 2.014235 -2.363829
H 2.892676 3.268777 -4.590229
C -6.393641 1.868955 3.712544
C -3.065815 -2.689577 5.826881
O 2.399100 -0.322134 -0.934154
O -7.817967 0.040649 0.692414
C 2.152967 -5.692317 4.469126
H -1.566419 -2.224414 0.708348
H -6.561359 1.896436 -3.022219
O 0.180263 4.656931 -6.489033
S 2.697269 3.070693 4.962856
C 0.602613 1.493547 -1.885177
H -2.736132 -1.894657 -6.616220
O -4.793198 -1.990425 -4.229699
H -1.985945 4.266576 -1.129176
C -3.015096 -4.527273 1.555078
O -2.464163 -1.153911 -3.640080
H 2.475150 1.462788 9.028695
H -10.203408 -1.346265 2.484888
O 0.517397 -4.554688 0.355020
H 1.843359 -6.710995 4.235618
H 4.080793 -2.723998 -4.156824
H 0.730765 -1.092697 2.236773
H -5.378254 -0.882266 -0.141497
H 2.782285 -2.230141 -3.034892
O 4.352543 5.071001 -1.311911
C -2.564949 5.594571 1.352528
S -4.422271 2.339011 -1.810727
C 5.422306 -0.669388 1.715505
O 6.642464 -0.211935 2.262853
O 1.231482 -3.492293 4.865959
C 6.628763 4.057548 0.293658
C 2.265720 -7.341587 -1.646031
H 3.224197 -7.363589 -1.127450
H 5.146857 0.295251 4.972603
H -3.363261 -3.528420 1.292030
H -4.437476 -6.243540 -2.081772
H -6.472253 2.050465 2.640646
C -2.874161 -4.672846 3.062652
H -3.718313 3.905922 -5.603061
H -1.894901 -2.785121 -0.971412
H -3.025175 -5.370633 -1.558890
H -7.098383 1.105389 4.041804
C 3.114691 -4.731185 0.047604
H -2.394653 -1.173440 -0.349471
C -5.350555 -1.796641 -0.734163
C 8.100673 3.844096 -0.181306
O 5.356245 1.989271 2.690308
H 4.794931 -1.210146 -0.320707
H 6.337292 1.465405 5.472020
H 3.113189 4.843122 -5.534416
H 0.743718 1.568910 7.385429
H -2.753816 6.651469 1.164389
H -2.709216 6.477859 -1.723363
H -6.285117 -3.756819 -0.691433
O 2.789095 -3.063376 2.870922
H 6.635991 3.729017 1.332943
H 0.987785 1.240328 4.295202
O -5.343921 -2.163535 4.692313
H 3.843449 -5.466078 0.389589
O -3.251767 -1.808358 3.275169
H -4.329994 -2.167271 -0.638397
H -2.644601 0.132999 1.682610
C -4.097954 -4.494467 -3.160270
O 1.693739 2.990232 6.286018
H 0.180193 -5.259964 5.174549
H 2.680487 -6.619319 -3.776151
H 3.038029 -8.331424 -3.502517
S -0.804628 5.186983 1.004027
C -5.010626 1.261753 3.904911
H 2.707922 3.177112 8.432681
O -3.053657 -3.573046 -3.315646
C 2.680571 2.116860 8.181280
H -1.785772 -3.073056 -5.806112
H 1.797789 -8.246186 -1.257643
H 2.461447 3.506890 -6.369008
S 7.014482 -0.491319 -3.718184
O 1.469724 -6.163059 -1.370746
H 6.290527 5.093094 0.256900
H -2.919745 -6.332199 -3.028378
H -2.580987 -1.717426 5.916167
C -2.903987 3.233951 -5.332096
S 6.565955 1.284561 3.142571
H -5.016717 -4.062290 -2.763783
C -9.746876 -1.786839 1.598562
C -2.130601 1.090953 1.761579
H 0.351421 -4.961310 3.517336
C -6.284758 -2.864641 -0.065221
O -0.776498 5.789889 -0.525825
H -2.032169 3.856455 -5.130812
C -5.916786 1.352141 -2.332022
O -4.031960 -4.186312 3.733375
C 2.436874 -7.487599 -3.163905
H -2.162638 -4.807721 0.936384
H -4.891050 1.160241 4.983577
H 7.048815 1.008534 -1.842173
H 7.961928 1.740972 -3.012683
O 2.626229 4.417715 4.386750
H -5.924959 -3.334580 0.850091
H -2.535917 1.769296 -3.814781
H 6.111734 1.739931 -3.159833
H -0.490653 4.528383 -2.069574
H 0.961094 2.549839 3.245910
H -3.818102 -5.180172 1.213046

Forces on atoms 1 to 2 (eV/Å):
H 0.038 0.147 -0.092
H -0.193 0.365 -0.642